No. 1
DFT (ωB97M-V/def2-TZVPD) results for an isolated molecule of C3H3N3O.

Calculated values
SMILES string = Oc1cnncn1

Structure (ORCA input):
```
! wB97M-V def2-TZVPD RIJCOSX def2/J DEFGRID3
* xyz 0 1
O 2.1729 -0.5084 0.1602
N -0.0130 -1.1034 0.0495
C 0.8939 -0.1455 0.0601
C -1.3042 -0.7366 -0.0443
N -1.7808 0.4816 -0.1298
C 0.4673 1.2381 -0.0361
N -0.8524 1.4154 -0.1242
H -2.0509 -1.5183 -0.0520
H 0.1445 2.3886 -0.1016
H 2.1932 -1.4838 0.2139
*
```

=====

No. 2
DFT (ωB97M-V/def2-TZVPD) results for a 2-piece molecular cluster, C3H3N3O overall.

Calculated values
SMILES string = N=C=CC=O.N#N

Structure (ORCA input):
```
! wB97M-V def2-TZVPD RIJCOSX def2/J DEFGRID3
* xyz 0 1
N -0.3569 1.5378 -1.1659
N 2.0686 -0.2034 0.6689
H -0.5724 -1.5697 -1.1305
C -1.4260 -0.4210 0.4814
C -0.3977 -0.6953 -0.4653
H 2.8132 0.4016 0.3590
H -2.0824 -1.2907 0.5286
C 0.9743 -0.0801 0.1759
O -1.6092 0.5666 1.1662
N 0.5885 1.7543 -0.6183
*
```

=====

No. 3
DFT (ωB97M-V/def2-TZVPD) results for an isolated molecule of C3H3N3O2.

Calculated values
SMILES string = Oc1cnnnc1O

Structure (ORCA input):
```
! wB97M-V def2-TZVPD RIJCOSX def2/J DEFGRID3
* xyz 0 1
N 2.0274 0.5854 0.1467
C 0.7975 1.1010 0.0105
C -0.0239 -1.0641 -0.1548
N 1.1754 -1.6462 -0.1325
C -0.3612 0.3524 -0.0436
H -1.8406 -1.1515 0.4765
O -1.7011 0.6767 -0.0342
N 2.1958 -0.8242 0.0124
O -1.1744 -1.8345 0.0942
H 0.7921 2.2270 -0.3166
H -1.8871 1.5780 -0.0585
*
```

=====

No. 4
DFT (ωB97M-V/def2-TZVPD) results for an isolated molecule of C3H3N3O2.

Calculated values
SMILES string = Nc1onnc1C=O

Structure (ORCA input):
```
! wB97M-V def2-TZVPD RIJCOSX def2/J DEFGRID3
* xyz 0 1
N 1.2388 -0.9751 -1.8650
N 1.6345 -0.8644 -0.7066
H -1.6273 0.7260 0.7223
C 0.6807 -0.2828 0.1043
O -0.0343 0.7350 2.0683
C 0.8661 0.1509 1.4644
H 1.8110 -0.0993 1.9508
H -2.3918 0.6052 -0.8510
C -0.4157 -0.0370 -0.6891
N -1.5776 0.5003 -0.2717
O -0.1844 -0.4589 -1.9269
*
```

=====

Record-wise relative energy (zero: lowest compared OMol25 entry of this formula, charge and spin) values, in kcal/mol: 92.7 111.4 104.4 63.7
Record-wise F_max values, in eV/A: 4.1 7.4 4.8 1.3